1.
8 unconnected molecules or ions with the total composition C6H27O8, computed with the ωB97M-V functional and the def2-TZVPD basis.

Structure (XYZ):
```
41
Properties=species:S:1:pos:R:3:mulliken_charge:R:1
H 2.070 -1.223 -3.047 0.35
H 3.662 2.895 1.141 0.30
H -1.200 2.740 0.101 0.10
H 2.350 2.675 2.495 0.38
C 1.818 1.874 0.715 0.50
H 0.530 3.214 1.674 0.16
H -3.514 0.062 -0.945 0.37
O -2.046 -1.318 2.345 -0.59
H 3.091 0.959 -1.295 0.59
C 3.164 0.162 -0.760 -1.38
C 2.015 0.370 0.307 0.02
O 2.337 -0.724 -3.742 -0.59
C 0.376 2.059 1.393 -0.77
O -1.886 1.548 1.450 -0.67
H -0.852 -3.118 2.007 0.30
H 2.116 2.448 -0.241 0.39
O -3.413 0.135 -2.006 -0.77
H -1.170 -1.529 -2.466 0.31
H -4.556 0.213 0.799 0.11
O -1.997 -2.788 -1.032 -0.79
H 3.626 1.561 2.127 0.34
O -0.815 -3.611 1.208 -0.67
H -0.172 -2.604 -2.337 0.30
O -0.466 -1.866 -2.913 -0.61
H 2.249 -0.118 1.304 0.35
H -2.882 -1.479 2.001 0.30
H 1.558 -0.591 -4.177 0.31
H -2.187 -1.860 -0.707 0.45
H -2.024 -3.364 -0.224 0.31
H 4.025 -0.079 -0.325 0.41
C -0.878 1.776 0.562 0.13
H -2.081 -0.375 2.376 0.31
H 2.911 -0.795 -1.495 -0.02
C 2.947 2.235 1.613 -1.43
H 1.075 -0.129 -0.161 -0.14
H -0.616 -3.183 0.429 0.36
H 0.577 1.379 2.258 0.25
H -2.656 0.909 1.054 0.48
O -3.667 0.013 0.559 -0.87
H -2.586 0.631 -1.876 0.30
H -0.834 0.896 -0.169 -0.16
```

## Properties
Total charge: -1
Kohn-Sham gap, eV: 9.015

---

2.
8 unconnected molecules or ions with the total composition C6H27O8, computed with the ωB97M-V functional and the def2-TZVPD basis.

Structure (XYZ):
```
41
Properties=species:S:1:pos:R:3:mulliken_charge:R:1
H -3.021 -2.704 -1.588 0.34
C -2.924 -2.034 -2.452 -1.44
C 2.796 -0.745 0.512 -1.13
H 3.023 -1.185 3.312 0.29
C 1.752 -1.200 1.536 1.05
H 0.533 1.421 -1.060 0.47
O -3.589 2.442 -0.885 -0.71
C -1.845 -1.023 -2.088 0.41
H -0.502 -2.188 -0.750 0.23
H 3.243 0.169 0.928 0.27
H -1.066 -0.787 1.767 0.37
O -2.178 -0.065 -1.124 -1.05
H 2.255 -0.439 -0.384 0.08
H -1.073 4.013 1.117 0.27
H 1.785 1.493 2.431 0.37
H 2.049 2.288 -2.013 0.29
H -2.842 -2.543 -3.409 0.36
O -2.018 -0.847 1.546 -0.80
H 3.616 -1.440 0.323 0.40
C 2.334 -1.868 2.805 -1.46
H -2.077 -0.542 0.608 0.36
H -3.917 -1.581 -2.358 0.36
O -0.252 3.558 1.338 -0.50
O 1.430 1.652 -2.396 -0.61
H 0.258 0.917 0.481 0.36
H 0.375 -1.070 -1.785 0.12
H -4.263 2.253 -1.541 0.26
H 1.762 1.486 -3.282 0.27
H 1.959 1.993 3.864 0.28
C -0.508 -1.713 -1.731 -1.09
H 2.848 -2.821 2.642 0.38
H 0.307 4.235 1.733 0.26
O -0.129 1.371 -0.323 -0.25
H -0.306 -2.456 -2.515 0.49
H -3.007 1.653 -0.908 0.47
O 2.246 2.172 2.966 -0.73
H 1.218 -1.989 0.970 -0.10
H -1.674 -0.338 -2.939 0.16
H 1.529 -2.141 3.489 0.38
O 0.810 -0.233 1.815 -1.05
H -0.937 0.836 -0.650 0.57
```

## Properties
Total charge: -1
Kohn-Sham gap, eV: 6.618

---

Stability check: which of them is least stable? 1.

---

1.
2 unconnected molecules or ions with the total composition C5H8N2O2, computed with the ωB97M-V functional and the def2-TZVPD basis.

Structure (XYZ):
```
17
Properties=species:S:1:pos:R:3:mulliken_charge:R:1
H 1.445 0.215 1.554 0.34
C -1.113 -1.293 -0.157 -0.45
N -0.562 0.052 -0.593 0.14
C 2.694 0.632 0.095 0.20
H -0.682 1.980 0.202 0.45
H 0.515 -0.752 -2.210 0.22
H -0.322 -1.919 0.269 0.29
O 2.667 1.830 0.301 -0.52
C -1.057 0.985 0.199 -0.45
C 0.321 0.169 -1.551 -0.57
H 3.148 0.188 -0.878 0.37
H 0.913 1.146 -1.736 0.39
O 2.102 -0.228 0.885 -0.41
C -1.949 0.348 1.149 -0.20
H -1.625 -1.676 -1.037 0.42
H -2.778 0.841 1.729 0.35
N -2.047 -0.955 0.922 -0.57
```

## Properties
Total charge: 0
Kohn-Sham gap, eV: 7.413

---

2.
A molecular structure, C5H8N2O2, computed with the ωB97M-V functional and the def2-TZVPD basis.

Structure (XYZ):
```
17
Properties=species:S:1:pos:R:3:mulliken_charge:R:1
H -2.257 -1.061 -1.691 0.33
N -2.746 -0.226 -0.804 -0.66
H -0.877 1.569 -0.903 0.19
H 0.841 2.927 -0.604 0.28
H 2.280 2.041 0.437 0.23
O 1.308 -0.005 0.870 -0.33
H -3.402 -0.854 -0.135 0.36
H 2.300 -1.985 0.932 0.29
C 1.289 1.980 -0.187 -0.71
H 1.712 -0.724 -1.742 0.42
C 1.753 -1.178 0.257 0.12
N -0.739 0.779 -0.301 -0.12
C 1.763 -1.397 -1.026 -0.83
C 0.681 0.898 0.009 0.36
C -1.624 -0.089 0.178 0.44
H 2.454 -2.247 -1.391 0.23
O -1.536 -0.597 1.311 -0.58
```

## Properties
Total charge: 0
Kohn-Sham gap, eV: 9.875

---

Stability check: which of them is least stable? 2.

---

1.
A gas-phase ion, C4H10NO2 (charge -1), computed with the ωB97M-V functional and the def2-TZVPD basis.

Structure (XYZ):
```
17
Properties=species:S:1:pos:R:3:mulliken_charge:R:1
C 0.558 -0.706 1.290 -0.63
O -2.893 0.439 -1.357 -0.54
C -1.481 0.887 -1.600 -0.23
H -1.443 2.011 -1.908 0.21
H 0.114 1.229 -0.411 0.28
H 1.827 1.026 1.003 0.04
H 0.226 -1.167 -0.698 0.37
H -0.966 0.394 -2.534 0.24
H 0.378 -0.157 2.180 0.40
H -1.348 -1.188 0.330 0.28
O 3.182 -0.570 1.352 -0.86
N -0.796 0.657 -0.348 -0.55
H 0.666 -1.736 1.740 0.26
C 2.029 -0.128 0.823 -0.39
H -2.660 0.277 -0.334 0.39
H 1.974 -0.221 -0.231 0.20
C -0.357 -0.723 0.043 -0.46
```

## Properties
Total charge: -1
Kohn-Sham gap, eV: 6.156

---

2.
A gas-phase ion, C4H10NO2 (charge -1), computed with the ωB97M-V functional and the def2-TZVPD basis.

Structure (XYZ):
```
17
Properties=species:S:1:pos:R:3:mulliken_charge:R:1
O 1.131 0.592 1.984 -0.93
H -1.802 -1.360 -0.634 0.30
H -0.844 -2.235 0.493 0.29
C 0.255 -0.830 -0.861 0.54
H -0.797 -2.652 -1.313 0.31
H -1.298 0.817 1.083 0.29
N -0.600 1.238 0.475 -0.25
H 1.457 -0.502 0.665 0.44
H -0.819 0.898 -1.583 0.45
H 0.489 -0.903 -1.949 0.21
O 1.502 -1.066 -0.283 -0.62
H 0.702 1.105 -1.128 0.35
C -0.846 -1.864 -0.537 -1.27
C -0.215 0.639 -0.753 -1.19
H 0.023 2.268 2.149 0.35
C 0.471 1.640 1.407 -0.53
H 1.190 2.216 0.786 0.25
```

## Properties
Total charge: -1
Kohn-Sham gap, eV: 7.217

---

Stability check: which of them is least stable? 1.